Record 1
Computed, not measured: a molecular structure, C15H31CeF5OP2Te at a distorted geometry, with ωB97M-V/def2-TZVPD.

Geometry (Å):
P (0.694, -1.598, -2.090)
P (-0.389, -1.584, 1.794)
C (1.021, -2.527, -0.558)
C (-0.184, -2.739, 0.388)
H (1.884, -2.085, -0.022)
H (1.358, -3.524, -0.898)
H (-1.148, -2.807, -0.151)
H (-0.027, -3.712, 0.891)
C (0.652, -2.400, 3.036)
H (0.624, -1.846, 3.978)
H (1.683, -2.479, 2.675)
H (0.256, -3.409, 3.195)
C (-2.052, -1.718, 2.434)
H (-2.057, -2.557, 3.141)
H (-2.762, -1.936, 1.625)
H (-2.341, -0.797, 2.956)
C (2.132, -1.717, -3.139)
H (2.201, -0.806, -3.749)
H (2.020, -2.595, -3.781)
H (3.039, -1.809, -2.530)
C (-0.743, -2.216, -2.971)
H (-1.545, -2.552, -2.298)
H (-0.409, -3.067, -3.586)
H (-1.137, -1.430, -3.637)
Ce (-3.288, 2.913, -0.257)
C (0.370, 0.097, 1.755)
C (1.815, 0.029, 1.774)
C (2.713, 0.351, 0.697)
C (2.294, 1.475, -0.308)
C (1.779, 0.967, -1.557)
C (0.596, 0.151, -1.756)
C (-0.586, 0.261, -0.734)
C (-0.374, 0.885, 0.626)
C (-1.387, 3.563, -1.459)
H (0.054, 0.586, 2.707)
H (2.265, -0.400, 2.676)
H (2.897, -0.576, 0.121)
H (3.700, 0.622, 1.103)
H (1.647, 2.216, 0.172)
H (3.206, 2.033, -0.564)
H (2.288, 1.256, -2.475)
H (0.181, 0.449, -2.747)
H (-1.079, -0.713, -0.590)
H (-1.394, 0.824, -1.230)
H (0.025, 1.895, 0.530)
H (-1.381, 1.047, 1.036)
H (-1.940, 4.321, -2.056)
H (-0.864, 2.860, -2.118)
H (-0.668, 4.091, -0.818)
F (-2.410, 4.889, 1.103)
Te (-1.685, 3.747, 2.729)
F (-0.708, 2.349, 3.659)
F (-3.508, 1.173, -1.355)
F (-0.042, 3.867, 1.756)
F (-4.689, 4.295, -0.888)
O (-2.600, 2.389, 1.761)

Cartesian forces (eV/Å) of the 2 atoms listed first:
1.4 -0.2 0.1
1.4 -1.0 1.5

## Properties
E_LUMO: -8.00 eV
Charge: +2

Löwdin charges, unit e, in atom order: atom 1 (P): 0.92, atom 2 (P): 0.97, atom 3 (C): -0.26, atom 4 (C): -0.29, atom 5 (H): 0.08, atom 6 (H): 0.12, atom 7 (H): 0.09, atom 8 (H): 0.11, atom 9 (C): -0.17, atom 10 (H): 0.09, atom 11 (H): 0.07, atom 12 (H): 0.07, atom 13 (C): -0.14, atom 14 (H): 0.08, atom 15 (H): 0.08, atom 16 (H): 0.08, atom 17 (C): -0.15, atom 18 (H): 0.08, atom 19 (H): 0.07, atom 20 (H): 0.08, atom 21 (C): -0.13, atom 22 (H): 0.07, atom 23 (H): 0.08, atom 24 (H): 0.09, atom 25 (Ce): 1.35, atom 26 (C): -0.36, atom 27 (C): -0.08, atom 28 (C): -0.18, atom 29 (C): -0.18, atom 30 (C): -0.02, atom 31 (C): -0.40, atom 32 (C): -0.18, atom 33 (C): -0.21, atom 34 (C): -0.19, atom 35 (H): 0.13, atom 36 (H): 0.12, atom 37 (H): 0.11, atom 38 (H): 0.15, atom 39 (H): 0.11, atom 40 (H): 0.14, atom 41 (H): 0.12, atom 42 (H): 0.14, atom 43 (H): 0.08, atom 44 (H): 0.08, atom 45 (H): 0.08, atom 46 (H): 0.07, atom 47 (H): 0.05, atom 48 (H): 0.02, atom 49 (H): 0.02, atom 50 (F): -0.54, atom 51 (Te): 2.05, atom 52 (F): -0.51, atom 53 (F): -0.42, atom 54 (F): -0.44, atom 55 (F): -0.41, atom 56 (O): -0.80

Record 2
Computed, not measured: a molecular structure, C20H17CoFIN3S, with ωB97M-V/def2-TZVPD.

Geometry (Å):
Co (1.111, -1.120, 0.198)
C (2.426, -3.168, 0.190)
C (1.770, -3.220, 1.437)
C (2.103, -2.066, 2.167)
C (2.978, -1.284, 1.370)
C (3.187, -1.975, 0.151)
H (2.389, -3.920, -0.582)
H (1.119, -4.013, 1.772)
H (1.789, -1.831, 3.172)
H (3.492, -0.389, 1.685)
H (3.856, -1.668, -0.637)
S (1.306, -0.497, -2.326)
C (1.188, 1.165, -2.333)
N (0.491, 1.788, -3.337)
C (0.247, 3.122, -3.369)
C (0.743, 3.905, -2.378)
C (1.532, 3.239, -1.408)
N (1.759, 1.952, -1.388)
H (0.107, 1.175, -4.043)
H (-0.343, 3.488, -4.197)
H (0.564, 4.966, -2.349)
H (2.005, 3.812, -0.618)
I (-3.917, -2.118, 3.102)
C (-2.929, -2.205, 1.279)
C (-3.628, -2.318, 0.085)
C (-2.909, -2.376, -1.098)
C (-1.528, -2.297, -1.043)
N (-0.860, -2.166, 0.104)
C (-1.548, -2.130, 1.246)
H (-4.708, -2.356, 0.081)
H (-3.408, -2.477, -2.051)
H (-0.930, -2.330, -1.946)
H (-0.964, -2.018, 2.150)
F (-2.012, 3.951, 2.094)
C (-1.330, 2.847, 1.689)
C (-0.297, 2.372, 2.468)
C (0.390, 1.244, 2.031)
C (0.092, 0.571, 0.841)
C (-0.983, 1.104, 0.118)
C (-1.699, 2.228, 0.511)
H (-0.045, 2.877, 3.391)
H (1.208, 0.889, 2.649)
H (-1.290, 0.624, -0.811)
H (-2.524, 2.622, -0.067)

Cartesian forces (eV/Å) of the 2 atoms listed first:
0.0 0.0 0.2
0.0 0.1 0.0

## Properties
E_LUMO (alpha / beta): -0.53 / -0.53 eV
Charge: 0
Spin multiplicity: 4

Löwdin charges, unit e, in atom order: atom 1 (Co): 0.49, atom 2 (C): -0.17, atom 3 (C): -0.18, atom 4 (C): -0.18, atom 5 (C): -0.21, atom 6 (C): -0.22, atom 7 (H): 0.09, atom 8 (H): 0.10, atom 9 (H): 0.10, atom 10 (H): 0.10, atom 11 (H): 0.09, atom 12 (S): 0.72, atom 13 (C): -0.81, atom 14 (N): 0.07, atom 15 (C): -0.06, atom 16 (C): -0.03, atom 17 (C): -0.09, atom 18 (N): 0.10, atom 19 (H): 0.14, atom 20 (H): 0.13, atom 21 (H): 0.11, atom 22 (H): 0.12, atom 23 (I): 0.89, atom 24 (C): -0.72, atom 25 (C): -0.13, atom 26 (C): -0.05, atom 27 (C): -0.14, atom 28 (N): 0.02, atom 29 (C): -0.20, atom 30 (H): 0.10, atom 31 (H): 0.11, atom 32 (H): 0.08, atom 33 (H): 0.10, atom 34 (F): 0.03, atom 35 (C): -0.30, atom 36 (C): -0.03, atom 37 (C): -0.12, atom 38 (C): -0.22, atom 39 (C): -0.17, atom 40 (C): -0.04, atom 41 (H): 0.11, atom 42 (H): 0.08, atom 43 (H): 0.08, atom 44 (H): 0.11

Record 3
Computed, not measured: 2 unconnected molecules or ions with the total composition C4H11NO at a distorted geometry, with ωB97M-V/def2-TZVPD.

Geometry (Å):
C (2.050, -0.638, -1.159)
C (1.525, 0.679, -0.640)
N (0.215, 0.931, -0.917)
O (2.218, 1.315, 0.123)
H (2.856, -0.470, -1.877)
H (1.356, -1.268, -1.717)
H (2.538, -1.204, -0.370)
H (-0.224, 1.806, -0.671)
H (-0.118, 0.466, -1.761)
C (-2.159, -1.295, 1.738)
C (-3.075, -0.538, 0.821)
H (-1.968, -2.286, 1.287)
H (-1.134, -0.949, 1.603)
H (-2.660, -1.491, 2.679)
H (-2.513, -0.362, -0.099)
H (-3.578, 0.376, 1.155)
H (-4.009, -1.062, 0.562)

Cartesian forces (eV/Å) of the 2 atoms listed first:
0.6 -0.4 -1.2
0.3 -0.8 1.1

## Properties
E_LUMO: 0.74 eV
Charge: 0
SMILES string: CC(N)=O.CC

Löwdin charges, unit e, in atom order: atom 1 (C): -0.02, atom 2 (C): -0.61, atom 3 (N): 0.15, atom 4 (O): 0.04, atom 5 (H): 0.08, atom 6 (H): 0.07, atom 7 (H): 0.08, atom 8 (H): 0.11, atom 9 (H): 0.10, atom 10 (C): -0.17, atom 11 (C): -0.20, atom 12 (H): 0.07, atom 13 (H): 0.06, atom 14 (H): 0.07, atom 15 (H): 0.05, atom 16 (H): 0.06, atom 17 (H): 0.06

How do the records compare in calculated total energy? In the order shown, they have -70476.29284, -84764.86325, -7863.86935 eV.